C5H12O2 | the ωB97M-V functional and the def2-TZVPD basis

Atoms and positions in Å:
C 2.7469 -0.4442 0.6056
C 1.6561 0.0944 -0.3242
C 0.3856 -0.1293 0.4384
O 0.0338 0.6336 1.3162
H 3.7421 -0.2827 0.1890
H 2.6737 0.0642 1.5718
H 2.6094 -1.5184 0.7756
H 1.6546 -0.4238 -1.2889
H 1.7806 1.1679 -0.4956
H -0.1243 -1.1005 0.2779
C -1.1461 0.5199 -1.5199
C -2.3698 0.4519 -1.0086
H -0.6814 -0.3355 -2.0045
H -0.5683 1.4392 -1.4768
H -2.9595 -0.4583 -1.0424
H -2.8415 1.3025 -0.5312
O -2.5427 -0.1313 1.5124
H -1.6363 0.2325 1.5722
H -2.4129 -1.0822 1.4329

SMILES: CCC=O.C=C.O
energy relative to the best compared isomer or geometry (same formula, charge and spin): 207.5 kJ/mol

***

C58H51ClNO14PS | the ωB97M-V functional and the def2-TZVPD basis

Atoms and positions in Å:
O 0.4587 3.3303 2.5176
P 1.7712 2.9343 2.0057
O 2.9591 3.9149 2.3588
C 2.6620 5.3135 2.4495
C 2.5045 6.0120 1.0952
C 1.4781 7.1167 1.1112
Cl -0.1966 6.5207 1.2914
O 2.3202 1.5977 2.6361
C 1.7876 0.3657 2.1094
C 0.5174 -0.0577 2.8372
C -0.7876 0.3734 2.1387
N -1.8359 -0.6513 2.1508
C -2.9733 -0.3294 3.0186
C -3.7174 0.8934 2.5642
C -4.6982 0.8148 1.5747
C -5.3987 1.9403 1.1530
C -5.1074 3.1836 1.7080
C -4.1373 3.2948 2.6951
C -3.4615 2.1515 3.1204
O -2.5165 2.2315 4.1101
O 1.8404 2.7451 0.4275
C 0.6040 2.8990 -0.2877
C 0.7347 2.1030 -1.5842
C -0.3760 2.4206 -2.5733
S -1.9174 1.9177 -1.9004
O -2.3258 2.7733 -0.8277
O -1.9082 0.5151 -1.6231
O -2.8412 2.2234 -3.1501
H 1.8214 5.5035 3.1064
H 3.5315 5.7448 2.9322
H 3.4456 6.5137 0.8763
H 2.3417 5.3143 0.2819
H 1.6637 7.7740 1.9522
H 1.5035 7.6987 0.2006
H 2.5565 -0.3823 2.2703
H 1.6185 0.4083 1.0373
H 0.5485 -1.1421 2.9243
H 0.5704 0.3320 3.8483
H -0.5321 0.5837 1.0975
H -1.1251 1.3087 2.5602
H -1.4303 -1.5128 2.4909
H -2.7078 -0.2345 4.0720
H -3.6681 -1.1646 2.9583
H -4.9275 -0.1431 1.1354
H -6.1739 1.8752 0.4053
H -5.6254 4.0693 1.3778
H -3.8996 4.2512 3.1301
H -2.2191 3.1418 4.1866
H 0.4093 3.9426 -0.5237
H -0.2322 2.5176 0.2770
H 0.6410 1.0487 -1.3194
H 1.7172 2.2165 -2.0260
H -0.3870 3.4697 -2.8565
H -0.2240 1.8309 -3.4733
H -3.7592 2.2357 -2.8401
O 0.6533 -5.2833 -4.0598
C 1.0442 -5.0441 -2.9367
C 0.4748 -3.9178 -2.1459
C -0.5387 -3.1428 -2.6968
C -1.0997 -2.1110 -1.9612
C -0.6556 -1.8497 -0.6686
C 0.3630 -2.6118 -0.1231
C 0.9359 -3.6418 -0.8566
C 2.0419 -4.4310 -0.2537
O 2.4821 -4.1577 0.8459
C 2.5949 -5.5739 -1.0301
C 3.5988 -6.3516 -0.4668
C 4.1053 -7.4348 -1.1639
C 3.6110 -7.7451 -2.4265
C 2.6175 -6.9669 -2.9961
C 2.1074 -5.8775 -2.3030
H -0.8847 -3.3556 -3.6988
H -1.8916 -1.5075 -2.3850
H -1.1048 -1.0552 -0.0911
H 0.7192 -2.4131 0.8786
H 3.9741 -6.1073 0.5178
H 4.8845 -8.0421 -0.7230
H 4.0032 -8.5966 -2.9663
H 2.2309 -7.2015 -3.9779
O -3.0402 8.8219 -7.4923
C -2.3386 8.1485 -6.7686
C -2.7530 6.7780 -6.3547
C -3.9514 6.2569 -6.8259
C -4.3339 4.9732 -6.4708
C -3.5181 4.2066 -5.6453
C -2.3278 4.7241 -5.1689
C -1.9443 6.0103 -5.5145
C -0.6680 6.5483 -4.9684
O 0.0062 5.8943 -4.1969
C -0.2426 7.9089 -5.3982
C 0.9607 8.4215 -4.9310
C 1.3837 9.6739 -5.3412
C 0.6063 10.4200 -6.2207
C -0.5989 9.9185 -6.6812
C -1.0306 8.6644 -6.2703
H -4.5776 6.8594 -7.4688
H -5.2677 4.5682 -6.8374
H -3.8102 3.2011 -5.3758
H -1.6951 4.1313 -4.5268
H 1.5615 7.8343 -4.2507
H 2.3225 10.0707 -4.9787
H 0.9425 11.3955 -6.5455
H -1.2095 10.4948 -7.3620
O -0.3953 -6.8562 3.6779
C 0.5077 -7.4695 4.2070
C 0.2556 -8.7803 4.8718
C -1.0290 -9.3082 4.8597
C -1.2757 -10.5383 5.4440
C -0.2399 -11.2480 6.0426
C 1.0395 -10.7206 6.0688
C 1.2919 -9.4843 5.4884
C 2.6733 -8.9254 5.5416
O 3.5611 -9.5151 6.1214
C 2.9297 -7.6267 4.8592
C 4.2144 -7.1016 4.8655
C 4.4750 -5.9077 4.2130
C 3.4550 -5.2342 3.5493
C 2.1684 -5.7477 3.5501
C 1.9007 -6.9409 4.2070
H -1.8279 -8.7526 4.3889
H -2.2765 -10.9493 5.4313
H -0.4334 -12.2137 6.4903
H 1.8486 -11.2636 6.5369
H 5.0041 -7.6324 5.3787
H 5.4779 -5.5013 4.2160
H 3.6618 -4.3104 3.0291
H 1.3741 -5.2259 3.0360

energy: -123779.7383 eV
SMILES: O=[P@@](OCCCCl)(OCCCNCc1ccccc1O)OCCCS(=O)(=O)O.O=C1c2ccccc2C(=O)c2ccccc21.O=C1c2ccccc2C(=O)c2ccccc21.O=C1c2ccccc2C(=O)c2ccccc21

***

C20H24AsF6N6O2S2Tl | the ωB97M-V functional and the def2-TZVPD basis

Atoms and positions in Å:
Tl -0.3871 0.6179 -0.7223
C 0.3536 3.1215 2.8207
C 0.5467 1.6331 2.9327
C 1.6981 1.0308 2.4416
C 1.8661 -0.3456 2.5098
C 0.8799 -1.1383 3.0722
C -0.2691 -0.5472 3.5830
C -0.4296 0.8271 3.5166
H 0.6450 3.6293 3.7457
H -0.6856 3.3700 2.6048
H 0.9555 3.5258 2.0067
H 2.4484 1.6436 1.9593
H 2.7439 -0.7893 2.0601
H 0.9769 -2.2166 3.0705
H -1.0587 -1.1661 3.9924
H -1.3347 1.2850 3.9024
S -3.2464 -0.1394 -1.5551
C -3.0966 0.9336 -2.9193
C -4.2749 1.7027 -3.2310
N -5.2466 2.2803 -3.4620
C -1.9947 1.0922 -3.7122
S -0.4749 0.2328 -3.5941
C -2.0749 2.0419 -4.7923
N -2.1086 2.7983 -5.6627
N -3.2999 0.5560 2.1728
C -4.3727 1.2255 1.6839
N -5.5945 0.6673 1.9608
N -4.3553 2.3485 1.0108
C -3.1379 2.7481 0.6463
N -2.0553 3.0392 0.3547
H -3.3933 -0.4494 2.2004
H -2.4082 0.8327 1.7815
H -5.6799 0.2201 2.8578
H -6.3629 1.2678 1.7092
C 1.2089 -2.4911 -1.4296
As -0.4330 -3.0998 -0.6361
C -0.0908 -4.9030 -0.0095
C -1.6934 -3.3123 -2.0676
O -1.0139 -2.2061 0.6251
H 1.9066 -3.3247 -1.5124
H 1.6583 -1.6841 -0.8381
H 0.9861 -2.0889 -2.4187
H 0.3804 -5.5120 -0.7812
H -1.0420 -5.3448 0.2855
H 0.5561 -4.8399 0.8646
H -1.2890 -3.9798 -2.8299
H -1.8858 -2.3221 -2.4856
H -2.6244 -3.7013 -1.6569
C 4.8677 0.4528 0.0533
C 3.6941 0.6101 -0.9474
O 2.5282 0.1749 -0.4860
C 4.1011 -0.1714 -2.2339
F 3.1917 -0.0959 -3.2095
F 5.2926 0.2074 -2.7821
F 4.2488 -1.4891 -1.9408
C 3.5944 2.1254 -1.2954
F 3.3517 2.8375 -0.1675
F 2.6081 2.4052 -2.1491
F 4.7334 2.6630 -1.8239
H 4.9644 -0.6066 0.2882
H 4.6073 0.9883 0.9651
H 5.8205 0.8292 -0.3263

net charge: -2
energy relative to the best compared isomer or geometry (same formula, charge and spin): 203.3 kJ/mol

***

C5H11IOP | the ωB97M-V functional and the def2-TZVPD basis

Atoms and positions in Å:
C -1.7958 0.6975 0.7336
C -2.6528 -0.0038 -0.3656
C -0.4856 1.1849 0.1733
C -1.8633 -0.6020 -1.2608
C 0.7086 -1.5674 -0.1131
O 1.3729 0.4510 -1.8300
P 0.2724 -0.0196 -0.9682
I 5.7336 0.0534 0.2597
H -2.3996 1.4792 1.1099
H -1.6455 -0.0590 1.5134
H -3.4500 -0.6343 -0.0480
H -3.4002 0.6950 -0.9289
H -0.4810 2.1745 -0.2569
H 0.2229 1.1578 0.9916
H -1.9043 -1.6145 -1.8421
H 0.1879 -2.4668 -0.3286
H 0.3951 -1.2027 0.9635
H 1.8369 -1.6841 -0.2117
H 5.4175 1.6156 0.6959

net charge: +1
energy relative to the best compared isomer or geometry (same formula, charge and spin): 348.9 kJ/mol